{
  "formula": "C41H76BF3N3O10",
  "method": "ωB97M-V/def2-TZVPD",
  "symbols": ["C", "C", "C", "C", "C", "C", "N", "C", "B", "O", "O", "C", "C", "C", "C", "C", "C", "C", "C", "C", "C", "N", "C", "C", "C", "N", "C", "C", "C", "O", "C", "C", "O", "C", "C", "C", "F", "C", "F", "F", "H", "H", "H", "H", "H", "H", "H", "H", "H", "H", "H", "H", "H", "H", "H", "H", "H", "H", "H", "H", "H", "H", "H", "H", "H", "H", "H", "H", "H", "H", "H", "H", "H", "H", "H", "H", "H", "H", "H", "H", "H", "H", "H", "H", "H", "H", "H", "H", "C", "O", "C", "C", "O", "C", "C", "O", "C", "H", "H", "H", "H", "H", "H", "H", "H", "H", "H", "H", "H", "H", "H", "C", "O", "C", "C", "O", "C", "C", "O", "C", "H", "H", "H", "H", "H", "H", "H", "H", "H", "H", "H", "H", "H", "H"],
  "xyz": [[0.525, 3.988, 4.906], [1.397, 2.587, 5.165], [0.885, 1.515, 4.023], [1.267, -0.043, 4.355], [1.677, -0.933, 3.003], [0.496, -0.853, 1.822], [-0.797, -1.182, 2.510], [-1.882, -1.788, 1.654], [-2.583, -0.640, 0.733], [-2.557, -0.496, -0.733], [-3.318, 0.447, 1.475], [-4.563, 0.793, 0.759], [-5.678, 1.137, 1.958], [-1.240, -3.081, 0.807], [-2.406, -3.798, -0.093], [-3.804, -4.126, 0.690], [-3.991, -4.649, 2.227], [-5.494, -4.926, 2.907], [-6.877, -4.692, 2.012], [-6.709, -4.215, 0.439], [-5.209, -3.933, -0.197], [-0.605, -3.929, 1.873], [-0.562, -5.397, 1.612], [0.370, -5.900, 0.365], [-0.301, -7.325, -0.197], [-0.274, -2.452, -0.169], [0.856, -1.697, 0.472], [1.301, -0.540, -0.654], [1.613, -1.155, -2.139], [0.676, -0.558, -3.112], [1.326, 0.462, -3.952], [0.963, 2.080, -3.949], [2.278, 0.091, -4.852], [2.124, -2.733, 0.607], [3.605, -2.065, 0.447], [4.693, -2.874, 1.427], [5.068, -2.183, 2.707], [5.299, -4.184, 1.064], [6.634, -4.187, 0.398], [4.586, -5.453, 1.409], [-0.616, 3.848, 5.167], [0.580, 4.331, 3.776], [0.967, 4.884, 5.559], [1.176, 2.254, 6.269], [2.539, 2.879, 5.047], [-0.278, 1.637, 3.813], [1.424, 1.821, 3.015], [2.201, -0.058, 5.077], [0.374, -0.595, 4.919], [1.878, -2.036, 3.364], [2.663, -0.400, 2.590], [0.444, 0.308, 1.547], [-1.189, -0.258, 2.868], [-0.692, -1.773, 3.389], [-2.718, -2.179, 2.412], [-2.110, 0.396, -0.940], [-4.348, 1.771, 0.118], [-4.999, -0.092, 0.115], [-5.875, 0.147, 2.593], [-5.247, 2.000, 2.660], [-6.665, 1.477, 1.429], [-2.053, -4.800, -0.640], [-2.703, -3.082, -1.002], [-3.055, -4.817, 2.908], [-5.571, -5.271, 4.042], [-7.923, -4.871, 2.518], [-7.697, -4.085, -0.200], [-5.153, -3.591, -1.340], [-1.118, -3.823, 2.800], [-0.089, -5.901, 2.588], [-1.625, -5.930, 1.509], [1.444, -6.188, 0.758], [0.408, -5.191, -0.562], [-1.186, -6.967, -0.913], [-0.782, -7.971, 0.651], [0.450, -7.901, -0.892], [0.016, -3.088, -0.938], [2.122, 0.198, -0.238], [0.320, 0.129, -0.776], [1.640, -2.338, -2.183], [2.715, -0.812, -2.443], [-0.199, 2.210, -3.851], [1.495, 2.676, -3.089], [1.278, 2.591, -4.979], [2.032, -3.557, -0.252], [2.016, -3.335, 1.620], [3.694, -0.940, 0.750], [3.981, -2.206, -0.656], [2.141, -5.435, -11.139], [2.672, -4.467, -10.248], [3.437, -3.467, -10.926], [3.531, -2.199, -10.077], [2.355, -1.383, -10.159], [1.206, -1.875, -9.456], [1.331, -1.737, -7.936], [2.113, -2.808, -7.402], [2.617, -2.509, -6.111], [2.946, -5.947, -11.674], [1.579, -6.168, -10.554], [1.454, -4.961, -11.847], [2.977, -3.227, -11.892], [4.438, -3.876, -11.093], [4.341, -1.582, -10.482], [3.788, -2.417, -9.039], [0.965, -2.898, -9.756], [0.373, -1.244, -9.784], [0.339, -1.793, -7.478], [1.793, -0.773, -7.694], [3.279, -1.638, -6.153], [3.201, -3.366, -5.763], [1.798, -2.329, -5.410], [1.710, 10.785, 3.215], [0.523, 10.201, 3.730], [0.311, 8.877, 3.235], [-0.616, 8.100, 4.171], [0.060, 7.582, 5.324], [0.407, 8.548, 6.326], [-0.803, 9.046, 7.120], [-1.495, 10.060, 6.388], [-2.822, 10.243, 6.854], [1.666, 10.847, 2.124], [1.803, 11.794, 3.627], [2.583, 10.205, 3.530], [1.268, 8.348, 3.145], [-0.149, 8.964, 2.247], [-0.980, 7.219, 3.629], [-1.494, 8.681, 4.455], [0.986, 9.371, 5.900], [1.071, 8.019, 7.020], [-0.468, 9.490, 8.063], [-1.473, 8.205, 7.330], [-3.401, 9.322, 6.725], [-3.291, 11.029, 6.255], [-2.824, 10.548, 7.903]],
  "forces_ev_per_a": [[0.3913, 0.3600, 0.1602], [-1.1161, 1.3294, -0.5026], [0.5797, -0.0670, -0.2409], [-0.0414, -0.2634, -0.1435], [0.0244, 1.0423, 0.4115], [2.6482, 1.0571, 0.3136], [-1.2160, 0.5919, 1.2861], [-1.2942, -2.1317, -0.6046], [-1.5625, 3.2427, -1.2447], [1.3666, 0.9417, 2.9309], [1.1557, -3.4469, -2.3015], [-1.7161, 1.3727, 0.8169], [0.7635, -0.2604, -0.5063], [-0.9432, 1.0878, -0.1563], [-1.2647, -0.1637, -0.6575], [-4.2341, -0.7139, 1.3372], [-3.0873, 0.7004, -1.9211], [-0.0280, 1.3960, -3.8979], [4.5573, 0.5651, -1.4583], [3.1622, -0.5555, 2.5418], [-0.7500, -1.0268, 3.2529], [-1.1395, -0.3732, 0.2936], [0.5378, -2.2005, 0.4376], [-0.2644, -1.7537, 0.1255], [-0.6240, 1.3481, -0.9281], [-0.6647, -0.1949, 1.9605], [1.7546, -0.0030, -1.8881], [-1.7180, 0.3568, 0.3594], [2.1838, 0.5289, 0.4519], [2.0603, 2.1517, -0.6868], [4.9722, -1.3554, -4.9420], [-0.9167, -0.2442, -0.2147], [-6.2023, 2.2459, 6.4038], [-0.1556, -0.6410, 0.3607], [0.6550, -1.3184, 1.3696], [-0.7028, -1.1729, 0.0422], [0.3767, -1.0052, -4.1069], [0.1356, 1.4529, 0.5637], [-3.7609, -1.1649, 3.4012], [2.4960, 3.9124, -2.6850], [2.3317, 0.2008, -0.4104], [0.0057, -0.7909, 2.2599], [-1.1133, -2.0238, -1.4484], [0.5187, 0.3676, -2.2624], [-2.3820, -0.9984, 0.1974], [2.3004, -0.1532, 0.6381], [-1.0267, -0.5751, 1.9510], [-1.9464, -0.0942, -1.4997], [1.8916, 1.2544, -0.9736], [-0.3059, 2.1787, -1.0514], [-2.1845, -1.5451, 0.7913], [-0.1435, -2.6297, 0.4187], [0.5621, -1.2897, -0.3174], [0.4015, 0.7744, -1.5238], [1.7584, 0.7393, -1.6700], [-1.3524, -1.8918, 0.3270], [-0.6421, -2.2314, 1.1913], [1.1659, 1.8507, 1.1786], [0.4366, 2.2759, -1.4207], [-1.0503, -1.9603, -1.5950], [1.8311, -0.5973, 1.1580], [-0.3999, 2.1323, 1.5190], [0.7691, -1.3488, 2.1837], [-2.0343, 0.2831, -1.4468], [0.2498, 0.8273, -2.8193], [2.3577, 0.4034, -1.2677], [2.4860, -0.2411, 1.3716], [-0.0435, -0.8263, 2.8624], [0.6541, -0.1440, -1.7567], [-1.0048, 1.1524, -2.0912], [2.0178, 1.4323, 0.0276], [-2.0462, 1.0610, -0.8918], [0.0622, -1.1399, 1.9542], [1.7163, -1.0049, 1.5496], [1.2374, 1.1256, -1.6201], [-1.4617, 0.9837, 1.6729], [-0.1685, 0.7124, 1.1449], [-1.4027, -1.6993, -0.9398], [2.0924, -1.4424, 0.1297], [-0.5334, 2.5522, -0.0537], [-2.3687, -0.8852, 0.5736], [2.2330, -0.2613, 0.0115], [-1.0017, -1.5216, -1.5027], [-0.4976, -1.6510, 2.3080], [0.0699, 1.9158, 1.8970], [0.3502, 1.2937, -2.1682], [-0.2198, -2.2448, -0.4742], [-0.6493, 0.3964, 2.2868], [0.0993, 0.2135, 0.3679], [-0.1836, 0.0892, -0.2374], [-0.1916, -0.1399, 0.6278], [-0.1590, 0.0610, -0.4248], [-0.0487, -0.4209, 0.2780], [0.2089, 0.3711, 0.1362], [0.2268, -0.6678, -0.2504], [0.1024, 0.2004, 0.0273], [0.0797, -0.2928, -0.4622], [-0.0438, -0.0518, -0.1431], [0.1597, 0.1426, 0.0001], [0.0534, -0.0560, -0.1519], [0.0455, 0.0557, 0.0478], [0.1638, 0.1164, -0.1632], [-0.1838, -0.0360, -0.0521], [-0.1354, -0.2324, -0.0446], [0.1551, -0.0260, 0.2332], [0.1753, 0.0440, 0.0448], [-0.1726, 0.1937, 0.0028], [-0.0358, 0.0217, -0.0296], [-0.1764, -0.0208, 0.1367], [-0.1306, -0.0198, -0.1670], [0.0366, 0.1461, 0.0822], [-0.3448, -0.0113, 0.2128], [0.2430, -0.2711, 0.0160], [-0.2953, 0.5335, 0.4556], [0.4046, -0.1670, -0.0592], [-0.0876, 0.3842, -0.0871], [-0.2962, -0.2295, 0.1804], [0.2091, 0.5352, -0.5510], [-0.1410, -0.3395, 0.0215], [0.3004, 0.0943, -0.2377], [0.1356, -0.0030, -0.0690], [-0.1378, -0.1746, -0.0588], [0.0868, -0.0273, -0.1365], [-0.0525, -0.0456, 0.0170], [-0.0216, -0.2028, -0.1709], [0.1476, 0.0210, 0.0706], [0.1734, 0.2132, -0.0212], [-0.2751, 0.0763, 0.0040], [-0.1566, -0.0478, -0.0804], [0.0658, -0.1647, 0.1723], [0.0428, -0.0471, 0.0164], [-0.0621, -0.0314, 0.1416], [0.1943, -0.0926, 0.0824], [-0.1166, -0.0429, 0.0896]],
  "lowdin_charge": [-0.16, -0.24, -0.24, -0.20, -0.11, -0.16, 0.07, -0.06, -0.39, 0.05, -0.08, -0.22, -0.09, -0.36, -0.09, -0.13, -0.04, -0.04, -0.06, -0.06, -0.02, -0.02, -0.24, -0.23, -0.13, 0.05, -0.33, -0.08, -0.16, -0.11, -0.25, -0.02, -0.04, -0.13, -0.10, -0.05, -0.07, -0.01, -0.01, -0.01, 0.08, 0.08, 0.09, 0.12, 0.12, 0.11, 0.12, 0.13, 0.11, 0.13, 0.13, 0.17, 0.18, 0.18, 0.18, 0.14, 0.14, 0.14, 0.10, 0.09, 0.08, 0.13, 0.14, 0.07, 0.09, 0.09, 0.09, 0.10, 0.11, 0.15, 0.11, 0.11, 0.09, 0.08, 0.09, 0.09, 0.11, 0.13, 0.13, 0.14, 0.15, 0.09, 0.09, 0.11, 0.12, 0.12, 0.11, 0.13, -0.11, -0.21, -0.19, -0.17, -0.14, -0.17, -0.19, -0.20, -0.12, 0.09, 0.09, 0.09, 0.13, 0.12, 0.13, 0.12, 0.12, 0.12, 0.12, 0.12, 0.08, 0.09, 0.07, -0.11, -0.21, -0.19, -0.17, -0.16, -0.17, -0.19, -0.21, -0.11, 0.09, 0.09, 0.09, 0.12, 0.12, 0.12, 0.12, 0.12, 0.12, 0.13, 0.13, 0.09, 0.09, 0.09],
  "e_above_lowest_kcal_mol": 409.3,
  "fmax_ha_per_bohr": 0.17879,
  "e_lumo_ha": -0.1499,
  "total_charge": 1,
  "gap_ha": 0.2254,
  "molar_mass_g_mol": 838.88
}